# 1
Density functional theory data (wB97M-V/def2-TZVPD) for C20H39INOP2Re as an isolated structure at a distorted geometry.

HOMO level (alpha / beta): -16.96 / -17.05 eV
relative energy (zero: lowest compared OMol25 entry of this formula, charge and spin): 0.515 eV
energy: -53689.1725 eV
LUMO level (alpha / beta): -11.26 / -13.31 eV

Structure (ORCA input):
```
! wB97M-V def2-TZVPD RIJCOSX def2/J DEFGRID3
* xyz 3 4
C -1.228 6.067 -2.990
I -0.418 4.292 -2.142
H -1.768 6.623 -2.224
H -1.894 5.744 -3.790
H -0.391 6.645 -3.384
Re 0.277 0.915 0.101
P -1.935 1.087 -0.207
C -2.467 0.448 -1.869
C -2.998 0.067 0.908
H -4.063 0.216 0.686
H -3.979 2.444 -0.294
H -2.799 0.361 1.945
H -2.762 3.129 0.821
H -2.008 -0.540 -2.033
H -2.758 -1.000 0.801
C -2.909 2.645 -0.153
H -3.561 0.339 -1.910
H -2.555 3.341 -0.938
H -2.122 1.138 -2.655
P 1.775 2.536 0.582
C 3.109 2.733 -0.703
C 1.393 4.304 0.862
H 2.043 2.205 2.983
H 3.503 2.962 2.278
H 3.229 1.213 2.110
C 2.733 2.193 2.130
H 0.603 4.398 1.616
H 2.279 4.846 1.204
H 4.002 3.191 -0.254
H 2.724 3.366 -1.517
H 1.024 4.771 -0.067
H 3.396 1.766 -1.139
C 0.658 1.021 -1.783
O 0.853 1.072 -2.946
C -2.040 -4.580 2.294
C -1.563 -3.745 1.141
C -1.757 -4.207 -0.169
C -1.315 -3.504 -1.296
C -1.566 -4.039 -2.679
C -0.588 -2.332 -1.100
C -0.298 -1.898 0.211
C -0.868 -2.546 1.326
N 0.734 -0.936 0.411
C 2.030 -1.517 0.957
C 2.031 -1.275 2.462
C 2.149 -3.009 0.668
C 3.246 -0.881 0.296
H -3.127 -4.719 2.260
H -1.592 -5.586 2.267
H -1.797 -4.124 3.258
H -2.343 -5.127 -0.300
H -1.103 -5.022 -2.819
H -2.631 -4.160 -2.896
H -1.153 -3.364 -3.432
H -0.175 -1.781 -1.959
H -0.706 -2.138 2.321
H 1.403 -2.024 2.958
H 3.055 -1.368 2.837
H 1.655 -0.279 2.715
H 2.031 -3.220 -0.399
H 3.147 -3.342 0.963
H 1.442 -3.600 1.247
H 3.296 -1.107 -0.778
H 3.278 0.206 0.433
H 4.137 -1.313 0.772
*
```

---

# 2
Density functional theory data (wB97M-V/def2-TZVPD) for one molecule with the formula C7H10O2 at a distorted geometry.

SMILES string: C=C(C)C(=O)[C@@H](C)C=O
HOMO level: -9.66 eV
relative energy (zero: lowest compared OMol25 entry of this formula, charge and spin): 1.573 eV
energy: -11514.2838 eV
LUMO level: 0.21 eV

Structure (ORCA input):
```
! wB97M-V def2-TZVPD RIJCOSX def2/J DEFGRID3
* xyz 0 1
C -0.365 -0.490 -1.826
C -0.064 -0.931 -0.609
C -0.304 -2.342 -0.160
C 1.062 -0.210 0.240
O 2.162 -0.638 0.397
C 0.417 0.940 0.998
C 0.605 2.236 0.208
C -1.056 0.527 1.115
O -1.967 1.048 0.515
H -0.162 0.518 -2.149
H -0.863 -1.126 -2.543
H 0.542 -2.975 -0.442
H -0.410 -2.392 0.926
H -1.210 -2.735 -0.621
H 0.905 1.007 1.976
H -0.132 2.339 -0.584
H 0.508 3.092 0.874
H 1.574 2.289 -0.283
H -1.243 -0.156 1.969
*
```

---

# 3
Density functional theory data (wB97M-V/def2-TZVPD) for a 2-piece molecular cluster, C7H9NO5S overall at a distorted geometry.

HOMO level: -7.42 eV
relative energy (zero: lowest compared OMol25 entry of this formula, charge and spin): 1.349 eV
energy: -29963.9220 eV
LUMO level: 0.03 eV

Structure (ORCA input):
```
! wB97M-V def2-TZVPD RIJCOSX def2/J DEFGRID3
* xyz 0 1
C -0.875 1.144 -1.920
C -1.626 0.369 -0.996
C 0.367 0.551 -1.984
C -0.737 -0.609 -0.548
C -1.666 1.166 3.082
C -0.661 0.996 2.242
C 0.360 -0.012 2.145
N 0.477 -0.499 -1.164
O 2.402 -1.916 -2.394
O 1.524 -2.574 -0.155
O 1.465 0.861 -2.752
O -0.896 -1.632 0.323
O 1.343 0.031 1.439
S 1.993 -1.355 -0.874
H -1.263 1.914 -2.524
H -2.562 0.372 -0.561
H -2.399 1.937 3.166
H -1.778 0.411 3.889
H -0.620 1.950 1.620
H 0.372 -0.938 2.791
H 1.804 1.726 -2.557
H -0.267 -2.317 0.424
H 3.245 -1.579 -2.694
*
```

---

# 4
Density functional theory data (wB97M-V/def2-TZVPD) for C5H11N3O as an isolated structure at a distorted geometry.

HOMO level: -7.25 eV
relative energy (zero: lowest compared OMol25 entry of this formula, charge and spin): 5.044 eV
energy: -11876.7274 eV
LUMO level: 0.82 eV

Structure (ORCA input):
```
! wB97M-V def2-TZVPD RIJCOSX def2/J DEFGRID3
* xyz 0 1
C -1.132 -0.993 0.730
N -0.959 -1.923 -0.368
C 0.415 -0.201 1.324
C 0.913 0.089 2.405
H -1.154 -1.466 -1.257
H -1.603 -2.706 -0.303
H -2.014 -0.345 0.651
H -1.267 -1.563 1.648
H 1.028 0.295 3.446
C 1.760 -0.264 -1.193
N 0.973 0.627 -0.322
C -0.341 1.040 -0.858
N -0.808 2.147 -0.186
O -0.739 0.705 -1.957
H 1.521 1.366 0.121
H -1.733 2.423 -0.484
H -0.689 2.167 0.816
H 2.666 -0.552 -0.660
H 1.153 -1.130 -1.453
H 2.010 0.283 -2.101
*
```

---

# 5
Density functional theory data (wB97M-V/def2-TZVPD) for C41H59Cl2HgN11PS3Se as an isolated structure.

HOMO level (alpha / beta): 0.31 / -2.81 eV
relative energy (zero: lowest compared OMol25 entry of this formula, charge and spin): 0.000 eV
energy: -196230.9708 eV
LUMO level (alpha / beta): 4.00 / 4.00 eV

Structure (ORCA input):
```
! wB97M-V def2-TZVPD RIJCOSX def2/J DEFGRID3
* xyz -2 2
Hg -0.229 0.932 -0.300
Cl 0.281 -3.169 0.901
C -1.220 -2.768 0.065
Cl -2.094 -4.241 -0.468
H -0.965 -2.160 -0.808
H -1.857 -2.238 0.765
C -2.678 0.414 5.725
C -3.967 -0.142 5.125
C -4.550 0.708 3.996
C -3.664 0.830 2.752
N -2.623 1.822 2.872
C -1.244 1.562 2.873
Se -0.424 -0.012 2.263
N -0.655 2.832 2.901
C 0.767 3.084 2.971
C 1.203 3.609 4.343
C 0.769 2.731 5.514
C 1.441 1.363 5.530
C -1.607 3.812 2.930
C -1.506 5.196 2.947
C -2.715 5.928 2.898
C -3.939 5.301 2.848
C -4.047 3.890 2.849
C -2.865 3.168 2.895
H -2.412 -0.121 6.640
H -2.792 1.473 5.972
H -1.840 0.330 5.032
H -4.721 -0.229 5.915
H -3.789 -1.156 4.751
H -4.779 1.707 4.379
H -5.501 0.268 3.677
H -4.268 1.078 1.874
H -3.167 -0.118 2.543
H 1.029 3.808 2.193
H 1.269 2.150 2.721
H 0.802 4.616 4.483
H 2.295 3.699 4.330
H -0.317 2.604 5.477
H 0.988 3.261 6.447
H 1.172 0.777 4.650
H 1.141 0.788 6.410
H 2.530 1.464 5.548
H -0.547 5.694 2.944
H -2.673 7.011 2.881
H -4.840 5.900 2.785
H -5.009 3.400 2.775
S -3.047 7.471 -1.088
C -2.559 5.898 -0.790
S -3.707 4.602 -0.727
C -2.425 3.428 -0.568
N -1.254 3.978 -0.529
N -1.333 5.360 -0.620
C -0.070 6.024 -0.505
C 0.031 7.365 -0.153
C 1.286 7.938 -0.009
C 2.439 7.193 -0.207
C 2.326 5.854 -0.554
C 1.082 5.267 -0.708
S -2.727 1.741 -0.543
H -0.858 7.947 0.019
H 1.354 8.982 0.274
H 3.414 7.648 -0.084
H 3.209 5.243 -0.697
H 1.008 4.218 -0.947
N -0.064 -0.449 -1.964
P 0.139 -0.331 -3.467
N 1.744 -0.487 -3.948
C 2.831 -0.398 -2.988
C 3.605 0.904 -3.162
C 4.090 1.048 -4.603
C 2.923 0.926 -5.582
C 2.161 -0.374 -5.329
N -0.467 1.032 -4.286
C -0.832 1.103 -5.690
C -2.102 1.931 -5.880
C -1.908 3.330 -5.300
C -1.481 3.229 -3.839
C -0.242 2.350 -3.711
N -0.601 -1.549 -4.399
C -0.028 -2.886 -4.255
C -0.545 -3.784 -5.375
C -2.069 -3.858 -5.321
C -2.656 -2.449 -5.375
C -2.059 -1.599 -4.259
H 3.514 -1.249 -3.133
H 2.403 -0.478 -1.989
H 4.451 0.932 -2.474
H 2.937 1.735 -2.910
H 4.812 0.248 -4.812
H 4.616 1.996 -4.743
H 3.276 0.959 -6.618
H 2.235 1.765 -5.438
H 2.819 -1.224 -5.577
H 1.288 -0.450 -5.977
H -0.957 0.096 -6.082
H -0.024 1.589 -6.268
H -2.928 1.435 -5.361
H -2.356 1.978 -6.944
H -2.820 3.925 -5.398
H -1.125 3.844 -5.872
H -2.281 2.780 -3.245
H -1.274 4.219 -3.423
H 0.048 2.246 -2.665
H 0.597 2.843 -4.234
H -0.309 -3.320 -3.284
H 1.059 -2.810 -4.276
H -0.101 -4.780 -5.296
H -0.234 -3.352 -6.333
H -2.361 -4.318 -4.370
H -2.467 -4.487 -6.123
H -3.746 -2.476 -5.281
H -2.415 -1.987 -6.339
H -2.329 -2.036 -3.287
H -2.455 -0.584 -4.271
N 1.757 2.139 -0.045
C 2.903 2.039 0.165
N 4.133 2.114 0.524
C 5.159 1.506 -0.011
N 6.142 1.028 -0.407
*
```